{
  "formula": "C4H6O2",
  "method": "the ωB97M-V functional and the def2-TZVPD basis",
  "de_lowest_kj_mol": 144.38,
  "e_lumo_ev": 0.34,
  "total_charge": 0,
  "homo_lumo_gap_ev": 10.4,
  "total_energy_ev": -8338.96473,
  "smiles": "O=C=CC=O.C",
  "elements": ["C", "C", "O", "C", "C", "O", "H", "H", "H", "H", "H", "H"],
  "xyz": [[2.420, 0.028, 0.048], [-0.870, 1.051, -0.031], [-0.568, 2.156, 0.150], [-1.248, -0.204, -0.230], [-2.616, -0.631, 0.084], [-3.010, -1.764, -0.076], [2.489, -0.712, -0.752], [3.401, 0.136, 0.517], [2.111, 0.992, -0.366], [-0.526, -0.908, -0.628], [1.699, -0.304, 0.800], [-3.282, 0.161, 0.484]],
  "atomic_forces_ev_per_a": [[0.016, 0.000, 0.010], [0.135, 0.838, 0.154], [-0.281, -1.074, -0.176], [0.022, 0.022, -0.003], [-0.029, -0.174, -0.042], [0.130, 0.405, 0.061], [-0.037, 0.100, 0.109], [-0.151, 0.005, -0.064], [0.068, -0.154, 0.066], [-0.060, 0.099, 0.050], [0.122, 0.045, -0.119], [0.065, -0.112, -0.044]]
}

---

{
  "formula": "C4H6O2",
  "method": "the ωB97M-V functional and the def2-TZVPD basis",
  "de_lowest_kj_mol": 260.40,
  "e_lumo_ev": 0.89,
  "total_charge": 0,
  "homo_lumo_gap_ev": 10.2,
  "total_energy_ev": -8337.76224,
  "elements": ["O", "C", "C", "C", "C", "O", "H", "H", "H", "H", "H", "H"],
  "xyz": [[2.223, -0.518, -0.224], [0.891, -0.633, -0.238], [-0.685, -0.242, 0.940], [-1.246, 0.288, -0.363], [0.208, 0.604, -0.491], [0.798, 1.675, -0.332], [2.369, 0.451, -0.342], [0.551, -1.618, -0.547], [-0.980, -1.221, 1.302], [-0.662, 0.530, 1.713], [-1.864, 1.180, -0.380], [-1.600, -0.495, -1.037]],
  "atomic_forces_ev_per_a": [[-0.021, 0.061, 0.638], [-0.132, 0.055, -0.099], [-0.129, -0.242, 0.274], [-0.029, 0.096, -0.064], [0.106, 0.238, -0.575], [-0.223, -0.032, -0.588], [0.059, -0.168, 0.313], [-0.139, 0.234, 0.035], [0.051, -0.029, -0.157], [0.518, -0.298, -0.177], [-0.109, -0.155, 0.296], [0.050, 0.240, 0.104]]
}